C30H45MoNO2P2S2 as an isolated structure, computed with the ωB97M-V functional and the def2-TZVPD basis.

* charge: +2
* spin multiplicity: 3
* orbital gap (alpha / beta): 2.964 / 4.739 eV

```
83
Properties=species:S:1:pos:R:3:lowdin_charge:R:1
Mo 0.0785 -0.7943 0.8837 1.46
C -1.9936 -1.3139 2.1205 -0.23
C -1.6343 -2.3598 1.1969 -0.27
C 0.1331 -2.0628 2.6949 -0.34
C -0.8881 -1.0757 2.9888 -0.26
C -0.3187 -2.8346 1.5518 -0.33
C -3.3707 -0.7923 2.3396 0.00
H -3.9589 -0.7563 1.4179 0.08
H -3.3285 0.2098 2.7773 0.09
H -3.9010 -1.4551 3.0389 0.13
C -0.9148 -0.1249 4.1511 0.02
H -1.9449 0.0437 4.5030 0.10
H -0.4918 0.8465 3.8504 0.09
H -0.3307 -0.5030 5.0022 0.10
C 1.1544 -2.5464 3.6687 -0.01
H 0.7992 -2.4324 4.7012 0.11
H 2.0805 -1.9782 3.5674 0.05
H 1.3839 -3.6083 3.5168 0.10
C 0.3827 -4.0145 0.9584 0.01
H 0.3697 -4.8538 1.6676 0.11
H 1.4334 -3.7734 0.7329 0.10
H -0.1279 -4.3452 0.0436 0.09
C -2.5886 -3.0875 0.3158 0.00
H -3.0757 -3.9156 0.8466 0.12
H -2.0794 -3.5074 -0.5490 0.08
H -3.3781 -2.4331 -0.0492 0.08
C -0.6873 1.6528 0.0897 -0.11
C -1.9655 1.1689 0.1491 -0.05
C -2.6528 0.2727 -0.8038 -0.17
C -1.6743 -0.2209 -1.8848 -0.25
C -0.5520 -1.1230 -1.4489 -0.19
C 0.7942 -0.7101 -1.3897 -0.32
C 1.2840 0.6965 -1.4608 -0.26
C 0.3472 1.8498 -0.9886 -0.18
H -3.4774 0.8277 -1.2810 0.15
H -1.2730 0.7375 -2.3542 -0.02
H -3.1412 -0.5812 -0.3167 0.07
H -0.0368 2.3907 -1.8719 0.10
H -0.3864 2.1464 1.0273 0.08
H -2.5435 1.4485 1.0257 0.12
H 1.0280 2.5911 -0.5322 0.11
H 2.2194 0.7659 -0.8761 0.07
H 1.5517 -1.5104 -1.4566 0.10
H 1.5999 0.9369 -2.4966 0.07
H -2.2471 -0.7350 -2.6679 0.12
H -0.7051 -2.2146 -1.5001 0.11
P -0.8267 1.1975 -4.1301 0.82
C -1.1038 2.9223 -4.5976 -0.26
C -2.0004 0.2835 -5.1708 -0.24
P 1.3415 -0.8969 -4.1290 0.89
C 0.7811 0.7603 -4.8050 -0.52
C 0.6193 -1.9726 -5.4395 -0.28
C 2.9804 -0.8275 -4.9373 -0.28
H -0.2507 3.5445 -4.2990 0.05
H -1.9926 3.3110 -4.0820 0.05
H -1.2485 3.0096 -5.6852 0.06
H -1.8818 0.5663 -6.2283 0.07
H -3.0284 0.5145 -4.8575 0.06
H -1.9034 -0.8038 -5.0801 0.03
H 2.8313 -0.5851 -5.9964 0.05
H 3.4773 -1.7961 -4.8267 0.05
H 3.6037 -0.0631 -4.4712 0.04
H 1.5399 1.5176 -4.5530 0.07
H 0.6879 0.6996 -5.8994 0.07
H 1.2095 -2.9004 -5.4658 0.05
H 0.6807 -1.4684 -6.4190 0.06
H -0.4134 -2.2702 -5.2313 0.02
O -0.0330 4.2876 2.9422 -0.27
S 1.3813 3.9999 2.8008 0.69
O 2.3019 5.0863 2.5546 -0.24
N 1.5923 2.6974 1.7605 -0.08
C 1.9689 1.5847 2.3776 -0.66
S 2.2186 0.0782 1.5536 0.79
C 2.2019 1.7333 3.8145 -0.25
C 2.5804 0.8031 4.7925 -0.02
C 2.7662 1.2357 6.1041 -0.03
C 2.5487 2.5781 6.4517 -0.02
C 2.0797 3.4888 5.4980 0.00
C 1.9425 3.0520 4.1880 -0.22
H 2.7338 -0.2380 4.5034 0.09
H 3.0834 0.5249 6.8620 0.12
H 2.7321 2.9056 7.4725 0.12
H 1.8260 4.5182 5.7282 0.14
```


C22H28N2O6STc as an isolated structure, computed with the ωB97M-V functional and the def2-TZVPD basis.

* charge: +2
* spin multiplicity: 4
* orbital gap (alpha / beta): 7.284 / 6.560 eV

```
60
Properties=species:S:1:pos:R:3:lowdin_charge:R:1
Tc 0.2440 0.2932 0.5211 1.55
C -2.0775 -1.4969 -0.7321 -0.12
C -0.9832 -1.9397 -1.6816 -0.13
O 0.2584 -1.8694 -0.9771 -0.29
C 1.4341 -1.8125 -1.7794 -0.12
C 1.5143 -0.4568 -2.4733 -0.12
O 0.7513 0.4555 -1.6596 -0.30
C 0.6179 1.7779 -2.2326 -0.12
C -0.7686 2.2392 -1.8819 -0.11
O -0.8688 2.1688 -0.4402 -0.26
C -2.2352 2.1697 0.0020 -0.12
C -2.8496 0.7664 -0.1594 -0.11
O -1.7577 -0.1592 -0.2750 -0.32
H -2.1503 -2.1488 0.1391 0.12
H -3.0384 -1.4697 -1.2463 0.15
H -0.9634 -1.2879 -2.5595 0.14
H -1.1684 -2.9663 -2.0116 0.16
H 1.4572 -2.6271 -2.5065 0.15
H 2.2587 -1.9522 -1.0815 0.14
H 1.0547 -0.4631 -3.4650 0.14
H 2.5440 -0.1068 -2.5544 0.14
H 0.7443 1.7162 -3.3146 0.15
H 1.3977 2.4156 -1.8182 0.12
H -1.5233 1.5841 -2.3244 0.14
H -0.9453 3.2684 -2.2033 0.16
H -2.7944 2.9104 -0.5713 0.15
H -2.2287 2.4828 1.0438 0.12
H -3.4635 0.6813 -1.0586 0.14
H -3.4634 0.5118 0.7083 0.15
C 0.6471 3.3818 1.6721 0.00
C -0.1117 2.4752 2.5890 -0.27
C -0.6426 3.0378 3.7642 0.02
C -1.3441 2.2772 4.6552 0.06
C -1.4659 0.8904 4.4389 -0.13
C -2.0555 0.0048 5.3718 0.02
C -2.0220 -1.3454 5.1535 -0.02
C -1.3863 -1.8653 4.0106 -0.04
C -0.8250 -1.0202 3.0818 -0.52
S 0.0858 -1.6167 1.7228 0.93
C -0.8933 0.3665 3.2697 -0.23
N -0.3078 1.1789 2.3116 -0.01
H 1.2679 4.0435 2.2746 0.11
H -0.0392 4.0112 1.1043 0.10
H 1.2850 2.8541 0.9717 0.05
H -0.4814 4.0917 3.9390 0.14
H -1.7688 2.7212 5.5459 0.14
H -2.5074 0.4117 6.2654 0.13
H -2.4568 -2.0230 5.8736 0.13
H -1.3139 -2.9363 3.8755 0.12
O 1.9832 -0.2566 3.2656 0.06
C 2.6623 0.1779 2.3760 -0.47
C 4.1519 0.4253 2.4327 -0.06
C 4.5005 1.0374 1.0882 -0.06
C 3.1871 1.1333 0.3517 -0.46
O 3.0206 1.6638 -0.7198 0.07
N 2.1595 0.5292 1.0956 -0.05
H 4.6501 -0.5209 2.6419 0.14
H 4.3545 1.0841 3.2768 0.14
H 5.1873 0.4392 0.4887 0.14
H 4.9297 2.0371 1.1524 0.14
```


C49H48BrClN6O3SiSn as an isolated structure, computed with the ωB97M-V functional and the def2-TZVPD basis.

* charge: -2
* orbital gap: 2.995 eV

```
110
Properties=species:S:1:pos:R:3:lowdin_charge:R:1
Sn 0.0358 -0.0476 0.4566 1.28
C 1.7694 3.7189 1.2658 -0.04
C 0.3821 3.9531 0.7185 -0.36
C -0.2319 5.1947 0.8586 -0.09
C -1.4958 5.3517 0.2904 -0.12
C -2.1017 4.3016 -0.3591 -0.08
C -1.4418 3.0340 -0.4618 -0.48
N -0.1854 2.9252 0.0863 0.06
N -1.9845 1.9365 -1.0134 -0.09
Si -3.2597 1.7813 -2.0847 0.30
C -3.3702 -0.0182 -2.6239 -0.17
C -3.0772 2.8265 -3.6425 -0.19
C -5.0075 2.1623 -1.4438 -0.20
H 2.4981 4.3450 0.7447 0.08
H 2.0681 2.6841 1.1108 0.06
H 1.8143 3.9585 2.3331 0.07
H 0.2685 6.0047 1.3751 0.09
H -2.0112 6.3045 0.3691 0.09
H -3.0983 4.4107 -0.7799 0.07
H -2.4368 -0.3278 -3.1119 0.01
H -4.2012 -0.1872 -3.3229 0.03
H -3.5225 -0.6659 -1.7478 0.02
H -2.0660 2.7209 -4.0545 0.02
H -3.2376 3.8896 -3.4269 0.01
H -3.8007 2.5207 -4.4105 0.01
H -5.2482 1.5613 -0.5572 0.02
H -5.7481 1.9267 -2.2211 0.01
H -5.1268 3.2199 -1.1769 0.00
C -6.3322 -9.2253 -8.1920 -0.09
O -6.5313 -9.2090 -6.7898 -0.08
C -5.8137 -8.3010 -6.0974 -0.31
C -4.9572 -7.3854 -6.6866 -0.01
C -4.2638 -6.4845 -5.8876 -0.01
C -4.4110 -6.4837 -4.5103 -0.15
C -5.2742 -7.4144 -3.9379 -0.03
C -5.9724 -8.3163 -4.7192 -0.01
C -3.6481 -5.5034 -3.7131 -0.28
N -2.7383 -4.7036 -4.1964 0.19
C -2.2958 -3.9616 -3.1194 -0.16
C -2.9540 -4.3289 -1.9812 -0.13
N -3.8211 -5.3241 -2.3723 0.17
C -2.7119 -3.7437 -0.6932 -0.08
C -3.3435 -4.0996 0.5028 -0.01
C -3.0020 -3.4500 1.6652 -0.04
C -2.0329 -2.4423 1.6174 -0.08
N -1.4303 -2.1060 0.4893 0.06
C -1.7464 -2.7335 -0.6537 -0.14
C -1.0401 -2.3106 -1.8649 -0.17
N -0.1551 -1.3099 -1.7274 0.02
C 0.5209 -0.8955 -2.7848 -0.08
C 0.3367 -1.4717 -4.0532 -0.02
C -0.5773 -2.4823 -4.2106 0.00
C -1.2986 -2.9234 -3.0923 -0.09
H -6.9498 -10.0294 -8.5782 0.09
H -5.2871 -9.4200 -8.4444 0.09
H -6.6410 -8.2829 -8.6502 0.09
H -4.8204 -7.3554 -7.7599 0.10
H -3.5922 -5.7614 -6.3331 0.11
H -5.4083 -7.4573 -2.8629 0.10
H -6.6436 -9.0439 -4.2776 0.12
H -4.4906 -5.7914 -1.7912 0.14
H -4.0973 -4.8809 0.5125 0.11
H -3.4643 -3.7027 2.6099 0.10
H -1.7155 -1.8975 2.5044 0.11
H 1.2367 -0.0793 -2.6213 0.08
H 0.9161 -1.0973 -4.8869 0.11
H -0.7614 -2.9436 -5.1737 0.11
C 3.5902 -3.6811 2.9378 -0.07
C 3.5273 -3.4226 1.4264 -0.65
C 4.8705 -2.8575 0.9439 -0.06
C 3.2392 -4.7412 0.6953 -0.07
C 2.4583 -2.4526 1.1362 -0.16
C 1.5896 -1.6337 0.9032 -0.17
H 4.3915 -4.3935 3.1689 0.07
H 2.6412 -4.0879 3.2965 0.08
H 3.7786 -2.7498 3.4757 0.08
H 5.6793 -3.5679 1.1534 0.07
H 5.0907 -1.9131 1.4458 0.09
H 4.8413 -2.6622 -0.1302 0.07
H 4.0292 -5.4733 0.9016 0.07
H 3.1885 -4.5738 -0.3832 0.08
H 2.2814 -5.1561 1.0210 0.08
Br -3.8184 3.9049 6.5463 0.65
C -3.2937 3.0552 4.9129 -0.68
C -3.8792 3.4727 3.7278 -0.14
C -3.4868 2.8570 2.5485 -0.06
C -2.5296 1.8488 2.5616 -0.01
C -1.9598 1.4368 3.7591 -0.11
C -2.3490 2.0501 4.9501 -0.08
C -0.9333 0.3075 3.8364 -0.61
O -0.6560 -0.1137 4.9647 0.00
O -0.4578 -0.1479 2.7300 -0.27
H -4.6118 4.2694 3.7267 0.09
H -3.9075 3.1828 1.6051 0.10
H -2.2142 1.4061 1.6249 0.06
H -1.9026 1.7137 5.8756 0.10
Cl 3.0623 3.1631 -3.7771 0.57
C 4.2892 1.9290 -3.4862 -0.63
C 5.4010 1.9245 -4.2989 -0.20
C 6.4167 0.9762 -4.1480 -0.19
C 6.2442 0.0293 -3.1218 -0.17
C 5.1382 0.0294 -2.3067 -0.09
C 4.0533 0.9882 -2.4183 -0.38
C 2.9405 0.9523 -1.5998 -0.12
H 5.4725 2.6845 -5.0726 0.08
H 7.2921 0.9806 -4.7885 0.06
H 7.0089 -0.7289 -2.9604 0.08
H 5.0497 -0.7170 -1.5202 0.07
H 2.9000 0.1892 -0.8231 0.00
H 2.1509 1.6967 -1.6432 0.00
```


For reference, calculated total energy by record: -79509.383; -51553.231; -162951.943 eV.